Record 1
{
  "formula": "C51H30Cl5GaN4",
  "method": "ωB97M-V/def2-TZVPD",
  "multiplicity": 1,
  "gap_ev": [5.088, 4.964],
  "fmax_ev_per_a": 3.78,
  "lumo_energy_ev": [-1.32, -1.12],
  "species": ["Ga", "Cl", "Cl", "Cl", "Cl", "Cl", "N", "N", "N", "N", "C", "C", "C", "C", "C", "C", "C", "C", "C", "C", "C", "C", "C", "C", "C", "C", "C", "C", "C", "C", "C", "C", "C", "C", "C", "C", "C", "C", "C", "C", "C", "C", "C", "C", "C", "C", "C", "C", "C", "C", "C", "C", "C", "C", "C", "C", "C", "C", "C", "C", "C", "H", "H", "H", "H", "H", "H", "H", "H", "H", "H", "H", "H", "H", "H", "H", "H", "H", "H", "H", "H", "H", "H", "H", "H", "H", "H", "H", "H", "H", "H"],
  "xyz": [[0.514, -0.099, -0.221], [-4.317, 6.008, 5.806], [2.810, -0.812, -3.646], [3.415, -8.885, 1.089], [-7.456, -1.476, -4.372], [4.732, 6.575, -0.523], [-1.156, 0.408, 0.624], [-0.120, -1.821, -0.736], [2.124, -0.777, 0.381], [1.275, 1.339, 3.462], [-3.337, 3.543, 5.359], [1.267, -5.626, 0.381], [0.509, -3.045, -0.781], [-1.429, 1.582, 1.365], [-2.360, -0.895, -1.121], [-1.390, -1.930, -1.229], [1.597, -6.926, 0.603], [-1.184, 0.989, -4.865], [-3.306, 4.895, 4.966], [0.746, -0.411, -5.333], [-2.531, 5.294, 3.882], [-4.891, -0.513, -1.391], [2.811, 1.260, 1.422], [-4.831, -1.784, -3.856], [-6.053, -0.569, -2.174], [0.616, 0.711, -3.170], [3.342, 2.492, 0.853], [-0.097, 0.826, 4.950], [-1.837, 4.349, 3.152], [2.634, 3.680, 1.177], [3.864, -2.216, 0.902], [2.088, 1.534, 2.534], [1.133, 1.031, -1.811], [3.557, -5.093, -0.166], [-2.508, 2.276, 0.713], [4.883, 3.871, -0.399], [-1.913, 2.963, 3.457], [4.449, 2.615, -0.007], [-2.980, 1.432, -0.289], [-2.683, 2.583, 4.589], [-0.456, 0.166, -5.748], [4.214, 5.044, -0.008], [4.224, -0.924, 1.329], [-1.101, 1.943, 2.722], [1.265, -0.171, -4.050], [-1.551, -3.281, -1.712], [2.233, -4.670, -0.004], [-6.050, -1.279, -3.379], [2.563, -2.106, 0.282], [2.942, -7.328, 0.561], [-0.204, 1.360, 3.610], [-0.654, 1.226, -3.598], [-2.150, 0.261, -0.321], [1.797, -3.271, -0.230], [-0.412, -3.983, -1.434], [1.268, 0.844, 4.814], [3.904, -6.407, 0.125], [-3.651, -1.061, -1.838], [-3.671, -1.707, -3.090], [3.034, 4.916, 0.738], [3.115, -0.077, 1.029], [1.675, 3.630, 1.671], [0.848, 2.067, -1.547], [-4.814, -2.189, -4.860], [-6.964, -0.143, -1.800], [4.437, -3.118, 1.022], [0.263, -5.259, 0.497], [2.224, 0.954, -1.725], [5.154, -0.610, 1.797], [4.301, -4.403, -0.482], [-0.208, -5.036, -1.572], [4.994, 1.748, -0.380], [-2.827, 3.286, 0.940], [-2.394, -3.654, -2.269], [-2.123, 1.440, -5.134], [2.413, 5.767, 0.952], [1.324, -1.053, -5.988], [-1.227, 1.818, -2.893], [-1.204, 4.706, 2.340], [-0.827, -0.046, -6.771], [2.159, 0.708, 5.458], [-2.407, 6.336, 3.651], [-2.840, 1.556, 4.838], [-3.909, 3.266, 6.250], [0.831, -7.645, 0.854], [-4.943, -0.101, -0.415], [-2.739, -2.097, -3.490], [-0.751, 0.417, 5.716], [5.754, 3.934, -1.044], [-3.789, 1.625, -1.009], [4.945, -6.775, 0.015]],
  "mulliken_charge": [-1.55, -0.22, -0.23, -0.22, -0.22, -0.21, 0.53, 0.39, 0.93, 0.35, -0.88, -0.54, 0.44, 0.46, 1.25, 0.01, -0.90, -0.92, 0.34, -0.67, -0.85, -0.41, 0.27, -1.10, -0.91, -0.25, 0.24, -0.50, -0.12, -0.21, -1.59, 0.10, -1.16, -0.54, -1.47, -0.91, -0.44, 0.11, -1.17, -0.36, -0.43, 0.33, -1.18, 0.89, 0.83, -1.18, 0.13, 0.28, 0.91, 0.29, -0.45, -0.02, 0.28, 0.88, -1.65, -0.74, -0.77, 0.41, -0.49, -1.05, -0.04, 0.31, 0.45, 0.38, 0.42, 0.67, 0.74, 0.77, 0.54, 0.73, 0.82, 0.46, 0.59, 0.77, 0.46, 0.46, 0.43, 0.37, 0.42, 0.33, 0.41, 0.40, 0.63, 0.38, 0.42, 0.81, 0.67, 0.48, 0.41, 0.81, 0.34]
}

---

Record 2
{
  "formula": "C3H5PS",
  "method": "ωB97M-V/def2-TZVPD",
  "multiplicity": 1,
  "relative_energy_kcal_mol": 126.0,
  "gap_ev": [4.884, 4.712],
  "fmax_ev_per_a": 5.61,
  "lumo_energy_ev": [-1.18, -1.32],
  "species": ["S", "P", "C", "C", "C", "H", "H", "H", "H", "H"],
  "xyz": [[0.151, 0.409, 0.065], [-2.860, -0.219, 0.102], [-3.570, 1.273, -0.187], [2.776, -1.061, 0.068], [1.525, -0.388, -0.185], [3.538, -0.779, -0.538], [-3.142, 2.149, 0.347], [3.178, -0.752, 1.089], [-4.337, 1.420, -0.806], [2.740, -2.053, 0.044]],
  "mulliken_charge": [-0.20, -0.17, -0.50, -0.68, 0.14, 0.32, 0.19, 0.27, 0.31, 0.32]
}

---

Record 3
{
  "formula": "C29H21FeN5O5S",
  "method": "ωB97M-V/def2-TZVPD",
  "multiplicity": 2,
  "relative_energy_kcal_mol": 74.0,
  "gap_ev": [4.935, 4.568],
  "total_charge": -1,
  "fmax_ev_per_a": 2.37,
  "s2": 0.825,
  "lumo_energy_ev": [1.50, 1.48],
  "species": ["Fe", "S", "O", "O", "O", "O", "O", "N", "N", "N", "N", "N", "C", "C", "C", "C", "C", "C", "C", "C", "C", "C", "C", "C", "C", "C", "C", "C", "C", "C", "C", "C", "C", "C", "C", "C", "C", "C", "C", "C", "C", "H", "H", "H", "H", "H", "H", "H", "H", "H", "H", "H", "H", "H", "H", "H", "H", "H", "H", "H", "H", "H"],
  "xyz": [[1.225, 0.282, -0.349], [-5.372, -4.082, -0.406], [5.347, -0.678, -1.138], [-0.263, 0.613, -2.007], [-0.989, -0.069, -4.012], [3.459, 0.108, -0.227], [3.305, -2.589, -5.568], [-1.358, 0.310, 0.871], [0.304, -1.841, -0.101], [-3.774, -4.454, -0.591], [2.077, -0.360, -2.356], [-5.187, -2.480, -0.054], [1.607, -1.372, -4.440], [-3.424, 1.435, 0.387], [0.059, 1.323, 2.666], [-0.184, 3.820, 3.068], [-2.086, 1.437, 0.736], [-3.885, -2.212, -0.068], [-0.856, -4.228, -0.950], [0.234, 2.775, 2.247], [3.792, -1.563, -3.449], [0.517, -4.064, -0.976], [1.362, 0.955, 3.401], [-1.058, -1.967, -0.043], [-3.295, -0.941, 0.186], [-1.660, -3.207, -0.466], [0.916, 3.100, 1.078], [-1.133, 1.142, 3.629], [-0.127, 0.320, 1.524], [1.231, -0.618, -3.342], [2.916, -1.853, -4.493], [1.035, -2.851, -0.529], [4.150, -0.428, -1.141], [3.322, -0.809, -2.387], [-4.068, 0.222, 0.227], [1.162, 4.417, 0.737], [-3.076, -3.345, -0.381], [-0.160, 0.027, -3.123], [-1.878, -0.885, 0.353], [0.067, 5.140, 2.733], [0.745, 5.443, 1.567], [0.933, 6.472, 1.297], [-0.945, 1.589, 4.603], [-3.940, 2.379, 0.294], [4.816, -1.904, -3.446], [4.226, -2.855, -5.453], [2.106, -2.678, -0.524], [1.260, 2.314, 0.397], [-0.724, 3.615, 3.979], [0.104, -0.678, 1.896], [1.295, -0.041, 3.836], [1.168, -4.842, -1.340], [-1.324, -5.140, -1.295], [2.205, 0.974, 2.712], [1.690, 4.636, -0.180], [-1.583, 2.358, 0.976], [1.547, 1.668, 4.203], [-2.032, 1.591, 3.208], [-5.132, 0.136, 0.085], [-1.317, 0.078, 3.778], [-0.258, 5.930, 3.396], [0.906, -1.576, -5.233]],
  "mulliken_charge": [0.66, 0.09, -0.79, -0.59, -0.78, -0.63, -0.55, 1.55, -0.09, -0.75, -0.12, -0.73, -0.66, -1.05, 2.84, -0.21, -0.09, 0.80, -0.50, -0.73, -0.49, -1.00, -2.14, 0.27, 0.18, 0.12, 0.79, -2.27, -2.00, 0.14, 1.25, -0.69, 0.19, 0.00, -0.88, -1.17, 0.99, 0.10, -0.20, -0.87, -0.42, 0.39, 0.59, 0.51, 0.42, 0.28, 0.54, 0.19, 0.29, 0.80, 0.49, 0.44, 0.51, 0.35, 0.46, 0.42, 0.49, 0.48, 0.48, 0.36, 0.38, 0.55]
}

---

Record 4
{
  "formula": "C9H13BrClOP",
  "method": "ωB97M-V/def2-TZVPD",
  "multiplicity": 1,
  "relative_energy_kcal_mol": 47.5,
  "gap_ev": [7.570, 7.569],
  "fmax_ev_per_a": 3.85,
  "lumo_energy_ev": [-0.24, -0.24],
  "species": ["Br", "Cl", "P", "O", "C", "C", "C", "C", "C", "C", "C", "C", "C", "H", "H", "H", "H", "H", "H", "H", "H", "H", "H", "H", "H", "H"],
  "xyz": [[1.240, 2.555, 2.453], [0.116, -3.133, -2.217], [2.198, -0.087, 0.177], [2.476, -2.377, -1.160], [1.317, -2.180, -1.268], [0.276, 0.073, -1.776], [-0.231, 2.129, -0.045], [-0.416, 0.420, 1.968], [-0.421, -1.437, 0.192], [0.305, 1.491, 1.224], [0.657, -0.871, -0.698], [-1.224, -0.496, 1.127], [-0.544, 1.192, -1.211], [-0.661, 1.739, -2.129], [2.073, -1.108, 1.147], [-1.506, 0.857, -0.919], [-0.017, -2.140, 0.840], [0.435, 2.956, -0.214], [-1.881, 0.198, 0.566], [-1.247, 2.691, 0.219], [-1.201, 0.803, 2.627], [0.436, -0.110, 2.609], [-1.236, -1.891, -0.448], [1.134, 0.474, -2.363], [-1.792, -1.198, 1.807], [-0.283, -0.549, -2.510]],
  "mulliken_charge": [-0.07, -0.19, 0.09, -0.43, 0.35, -0.96, -0.78, -0.82, -1.38, 0.13, 0.84, -0.64, -0.82, 0.39, 0.04, 0.40, 0.59, 0.54, 0.16, 0.24, 0.45, 0.31, 0.35, 0.42, 0.44, 0.34]
}

---

Record 5
{
  "formula": "C20H42N4O7Si",
  "method": "ωB97M-V/def2-TZVPD",
  "multiplicity": 1,
  "gap_ev": 8.513,
  "fmax_ev_per_a": 1.97,
  "lumo_energy_ev": 0.34,
  "species": ["Si", "O", "O", "O", "O", "O", "O", "O", "N", "N", "N", "N", "C", "C", "C", "C", "C", "C", "C", "C", "C", "C", "C", "C", "C", "C", "C", "C", "C", "C", "C", "C", "H", "H", "H", "H", "H", "H", "H", "H", "H", "H", "H", "H", "H", "H", "H", "H", "H", "H", "H", "H", "H", "H", "H", "H", "H", "H", "H", "H", "H", "H", "H", "H", "H", "H", "H", "H", "H", "H", "H", "H", "H", "H"],
  "xyz": [[-2.614, 0.330, -3.589], [-1.159, 1.658, -7.801], [0.133, -1.083, 7.781], [4.515, -0.534, 7.353], [-2.415, 0.200, 0.940], [1.207, -1.821, -1.829], [-0.057, 1.018, 2.673], [-2.700, -0.844, -1.024], [-2.232, 3.551, -8.352], [2.976, -0.297, 5.746], [1.513, -2.585, -3.912], [-0.079, -2.010, 9.808], [-2.104, -0.982, -2.309], [-2.222, 1.427, 1.620], [1.592, -2.922, 8.262], [-2.404, 4.839, -8.999], [1.787, -2.589, -2.580], [0.025, 3.165, -9.230], [-3.368, 0.125, -6.263], [3.618, 0.135, 6.857], [-1.382, 1.745, -3.495], [2.093, -3.416, -4.951], [3.182, 1.453, 7.447], [1.895, 0.345, 5.013], [-0.580, 2.616, -3.256], [2.822, -3.567, -2.082], [-0.748, 1.803, 1.712], [-2.622, -0.464, -5.288], [-2.476, 0.406, -0.463], [-1.157, 2.720, -8.404], [0.499, -1.932, 8.579], [0.218, -2.939, 10.882], [-2.060, -1.387, -5.443], [-3.141, 1.154, -6.548], [2.826, -4.102, -4.541], [1.306, -3.991, -5.442], [-0.335, 0.107, 2.519], [-0.235, 1.731, 0.745], [3.315, -1.184, 5.409], [-0.263, 3.292, -10.274], [-3.920, 0.941, -3.295], [2.513, -4.592, -2.291], [-2.592, 1.286, 2.639], [-0.676, 2.846, 2.034], [1.008, -3.625, 10.599], [3.787, 1.658, 8.325], [-1.005, -1.063, -2.266], [2.217, 0.516, 3.986], [0.817, -1.907, -4.179], [-0.678, -3.512, 11.129], [-2.457, -1.937, -2.715], [-3.334, 1.072, -0.651], [-3.269, 4.803, -9.662], [2.925, -3.446, -1.008], [-1.527, 5.106, -9.578], [-0.799, -1.322, 9.957], [0.796, 2.402, -9.172], [-2.987, 3.201, -7.785], [-2.577, 5.607, -8.243], [1.957, -2.735, 7.257], [2.577, -2.784, -5.697], [-2.788, 2.253, 1.167], [0.084, 3.338, -2.840], [2.422, -2.804, 8.959], [-1.526, 0.851, -0.784], [-4.196, -0.363, -6.778], [0.430, 4.101, -8.846], [1.030, -0.319, 5.008], [1.208, -3.942, 8.311], [3.788, -3.374, -2.550], [3.325, 2.261, 6.728], [0.531, -2.385, 11.769], [1.613, 1.290, 5.462], [2.133, 1.407, 7.744]],
  "mulliken_charge": [0.44, -0.56, -0.63, -0.69, -0.37, -0.61, -0.42, -0.46, -0.11, -0.02, -0.08, -0.18, -0.22, -0.62, -1.19, -0.87, 0.89, -1.44, -0.44, 0.83, -0.87, -0.92, -1.30, -0.91, 0.39, -1.42, -0.28, -0.27, -0.13, 0.88, 0.74, -0.83, 0.32, -0.02, 0.35, 0.29, 0.30, 0.22, 0.24, 0.38, -0.21, 0.37, 0.32, 0.32, 0.32, 0.32, 0.24, 0.38, 0.14, 0.28, 0.35, 0.22, 0.29, 0.28, 0.34, 0.24, 0.29, 0.15, 0.28, 0.15, 0.30, 0.37, 0.42, 0.37, 0.13, 0.29, 0.37, 0.22, 0.43, 0.39, 0.36, 0.28, 0.26, 0.31]
}

---

Record 6
{
  "formula": "C13H24BClCoN7O5S4",
  "method": "ωB97M-V/def2-TZVPD",
  "multiplicity": 2,
  "relative_energy_kcal_mol": 6.1,
  "gap_ev": [6.616, 7.248],
  "total_charge": -1,
  "fmax_ev_per_a": 0.58,
  "s2": 0.760,
  "lumo_energy_ev": [2.42, 2.43],
  "species": ["Co", "Cl", "S", "S", "S", "S", "O", "O", "O", "O", "O", "N", "N", "N", "N", "N", "N", "N", "C", "C", "C", "C", "C", "C", "C", "C", "C", "C", "C", "C", "C", "B", "H", "H", "H", "H", "H", "H", "H", "H", "H", "H", "H", "H", "H", "H", "H", "H", "H", "H", "H", "H", "H", "H", "H", "H"],
  "xyz": [[-0.156, 0.678, 0.472], [1.713, 0.399, 2.473], [0.795, -1.928, 0.009], [-0.095, 3.104, 0.909], [0.120, 0.827, -1.951], [-3.313, 0.210, -0.366], [0.277, 0.304, 2.683], [2.348, -0.854, 2.712], [-4.533, 0.703, 0.300], [1.840, 0.761, 1.036], [2.287, 1.422, 3.272], [-1.375, 3.798, -1.428], [-0.897, -3.731, 0.992], [2.632, 1.824, -1.772], [-2.008, 0.389, 0.274], [-2.705, 3.457, 0.265], [1.281, -4.452, 0.708], [1.128, 3.376, -2.047], [0.968, -5.705, 0.037], [3.295, 3.031, -1.758], [2.351, 3.987, -1.925], [2.688, -4.109, 0.614], [1.310, 2.053, -1.939], [-2.672, 3.933, -1.867], [-1.986, -2.800, 0.757], [3.231, 0.512, -1.656], [-3.504, 3.728, -0.820], [-3.162, 3.199, 1.614], [-1.168, -4.733, 2.005], [0.358, -3.421, 0.588], [-1.407, 3.485, -0.124], [-0.177, 4.168, -2.364], [-4.180, 2.822, 1.563], [-4.576, 3.699, -0.754], [2.991, -3.897, -0.418], [3.265, -4.958, 0.989], [2.895, -3.230, 1.219], [-2.066, -2.068, 1.565], [-3.107, 4.112, 2.210], [2.914, 0.027, -0.735], [-0.241, -5.185, 2.345], [1.446, -6.537, 0.558], [-2.918, -3.364, 0.687], [-1.833, -5.513, 1.623], [4.357, 3.095, -1.607], [2.926, -0.105, -2.500], [1.335, -5.687, -0.997], [4.313, 0.635, -1.656], [-1.658, -4.255, 2.856], [0.101, 5.338, -2.214], [-2.885, 4.156, -2.897], [-2.525, 2.439, 2.059], [2.439, 5.057, -1.951], [-0.539, 3.937, -3.495], [-1.813, -2.254, -0.165], [-0.103, -5.876, 0.014]],
  "mulliken_charge": [0.81, 1.72, -0.26, -0.46, -0.41, 0.26, -0.71, -0.61, -0.57, -0.62, -0.65, 0.16, 0.26, 0.31, -0.14, 0.36, 0.10, 0.02, -1.15, -0.41, -0.64, -0.93, -0.22, -0.74, -1.22, -0.71, -0.41, -0.90, -1.17, 0.19, -0.22, 0.86, 0.35, 0.43, 0.34, 0.29, 0.30, 0.38, 0.32, 0.14, 0.37, 0.32, 0.30, 0.31, 0.41, 0.33, 0.34, 0.30, 0.40, -0.23, 0.47, 0.25, 0.45, -0.22, 0.39, 0.38]
}